# 1
{"formula": "C3H5O4P", "method": "wB97M-V/def2-TZVPD", "species": ["C", "C", "C", "O", "P", "O", "O", "O", "H", "H", "H", "H", "H"], "coordinates": [[1.102, -0.092, -0.761], [-0.203, -0.079, -0.506], [-0.832, -0.132, 0.913], [0.162, 0.267, 1.926], [-1.126, -1.972, 1.311], [-1.550, -2.629, 0.064], [0.274, -2.421, 1.860], [-2.249, -1.764, 2.332], [1.526, -0.201, -1.767], [1.790, -0.175, 0.074], [-0.935, -0.138, -1.378], [-1.921, 0.268, 1.008], [0.265, -0.623, 2.186]], "total_charge": -2, "e_tot_ha": -759.63866, "homo_lumo_gap_ev": 6.385, "e_above_lowest_kj_mol": 49.5, "spin_multiplicity": 1, "smiles": "C=C[C@H](O)P(=O)([O-])[O-]"}

# 2
{"formula": "C3H5O4Pb", "method": "wB97M-V/def2-TZVPD", "species": ["O", "C", "C", "O", "O", "C", "H", "H", "H", "H", "Pb", "O", "H"], "coordinates": [[-0.463, -0.608, -0.846], [-0.272, -0.686, 0.730], [0.596, 0.204, -1.329], [-0.175, -1.857, 1.265], [0.754, 0.202, 0.985], [0.973, 1.059, -0.129], [0.235, 0.803, -2.173], [1.443, -0.429, -1.639], [0.323, 1.945, -0.052], [2.027, 1.355, -0.127], [-2.028, -1.980, 2.276], [-1.569, -0.155, 1.027], [-1.842, 0.148, 0.012]], "total_charge": 0, "e_tot_ha": -611.05630, "homo_lumo_gap_ev": [6.040, 10.296], "e_above_lowest_kj_mol": 10.7, "spin_multiplicity": 2}

# 3
{"formula": "C3H5O4Rb", "method": "wB97M-V/def2-TZVPD", "species": ["H", "C", "C", "O", "H", "H", "H", "Rb", "O", "C", "O", "O", "H"], "coordinates": [[0.391, 3.210, -0.159], [-0.104, 2.490, -1.572], [-0.634, 2.471, -0.169], [0.314, 1.439, -2.119], [-0.660, 3.205, -2.218], [-1.318, 1.608, -0.124], [-1.335, 3.300, 0.006], [0.482, -1.431, -1.312], [0.538, 0.784, 1.255], [0.391, -0.225, 2.009], [-0.086, -1.317, 1.663], [0.877, -0.088, 3.261], [0.401, -0.690, 3.845]], "total_charge": 0, "e_tot_ha": -442.27142, "homo_lumo_gap_ev": 7.269, "e_above_lowest_kj_mol": 296.9, "spin_multiplicity": 1}

# 4
{"formula": "C3H5O4Sr", "method": "wB97M-V/def2-TZVPD", "species": ["C", "O", "C", "H", "H", "H", "H", "H", "Sr", "O", "C", "O", "O"], "coordinates": [[-1.261, -1.803, 0.155], [-0.619, -0.578, 0.453], [-1.144, 0.640, -0.167], [-1.391, -1.915, -0.931], [-0.617, -2.613, 0.510], [-2.241, -1.836, 0.650], [-2.222, 0.694, 0.080], [-1.009, 0.525, -1.260], [0.888, 0.645, 1.771], [-0.394, 1.634, 0.367], [3.258, 1.565, -0.584], [3.881, 1.920, -1.483], [2.873, 1.121, 0.438]], "total_charge": 1, "e_tot_ha": -448.81019, "homo_lumo_gap_ev": 8.674, "e_above_lowest_kj_mol": 75.4, "spin_multiplicity": 1}

# 5
{"formula": "C3H5PS", "method": "wB97M-V/def2-TZVPD", "species": ["C", "C", "P", "C", "S", "H", "H", "H", "H", "H"], "coordinates": [[0.928, -1.737, -0.041], [1.048, -0.448, 0.290], [-0.575, 0.394, 0.115], [-0.876, 2.056, -0.054], [-2.099, -0.797, -0.396], [1.746, -2.402, -0.214], [-0.106, -1.980, -0.407], [1.998, -0.085, 0.521], [-1.928, 2.345, -0.269], [-0.136, 2.653, 0.454]], "total_charge": 0, "e_tot_ha": -856.76655, "homo_lumo_gap_ev": 7.865, "e_above_lowest_kj_mol": 130.9, "spin_multiplicity": 1, "smiles": "C=CP(=C)=S"}

# 6
{"formula": "C3H5PS", "method": "wB97M-V/def2-TZVPD", "species": ["C", "C", "C", "P", "S", "H", "H", "H", "H", "H"], "coordinates": [[-0.724, -0.778, -0.427], [-0.590, 0.718, -0.503], [-0.805, 0.041, 0.799], [-3.397, 0.277, 0.982], [-3.821, -0.010, -0.836], [-1.622, -1.217, -0.940], [0.080, -1.544, -0.470], [0.354, 1.221, -0.939], [-1.500, 1.078, -0.917], [-0.421, 0.082, 1.839]], "total_charge": 0, "e_tot_ha": -856.71933, "homo_lumo_gap_ev": [6.494, 6.495], "e_above_lowest_kj_mol": 254.9, "spin_multiplicity": 1}

# 7
{"formula": "C3H6", "method": "wB97M-V/def2-TZVPD", "species": ["C", "C", "C", "H", "H", "H", "H", "H", "H"], "coordinates": [[0.463, -0.739, -0.019], [-0.918, -0.103, -0.022], [0.380, 0.692, -0.047], [0.678, -1.133, -1.037], [0.936, -1.042, 0.935], [-1.314, 0.060, 0.965], [-1.602, -0.076, -0.780], [0.749, 1.287, -0.912], [0.627, 1.054, 0.918]], "total_charge": 0, "e_tot_ha": -117.84048, "homo_lumo_gap_ev": 11.642, "e_above_lowest_kj_mol": 82.6, "spin_multiplicity": 1, "smiles": "C1CC1"}

# 8
{"formula": "C3H6AgLiO5", "method": "wB97M-V/def2-TZVPD", "species": ["H", "C", "C", "O", "Li", "O", "H", "H", "H", "C", "O", "O", "H", "Ag", "O", "H"], "coordinates": [[-2.756, -0.751, 0.333], [-1.936, -0.213, -0.185], [-0.685, -0.465, 0.641], [0.361, -1.112, -0.050], [-3.048, 2.427, 0.014], [-1.986, 1.143, -0.479], [-1.889, -0.778, -1.138], [-0.834, -0.873, 1.651], [-0.465, 0.521, 1.080], [1.968, -0.137, 0.050], [2.283, 0.752, 0.904], [2.873, -1.127, -0.246], [2.890, -1.726, 0.509], [1.027, 2.363, -0.611], [1.570, 0.429, -1.154], [0.627, -0.452, -1.319]], "total_charge": 0, "e_tot_ha": -648.36752, "homo_lumo_gap_ev": [5.393, 5.135], "e_above_lowest_kj_mol": 164.6, "spin_multiplicity": 3}

# 9
{"formula": "C3H6AgO4", "method": "wB97M-V/def2-TZVPD", "species": ["H", "C", "C", "O", "C", "O", "O", "O", "Ag", "H", "H", "H", "H", "H"], "coordinates": [[-2.708, 0.636, -0.924], [2.145, -0.651, -0.035], [0.783, -0.683, -0.690], [-0.304, -0.873, 0.267], [-1.373, 0.055, 0.313], [-1.814, 0.294, -1.019], [-2.285, -0.290, 1.134], [-0.745, 1.351, 0.692], [1.291, 0.992, 1.338], [2.873, -0.032, -0.586], [2.283, -1.287, 0.856], [0.691, -1.531, -1.388], [0.536, 0.245, -1.243], [-1.373, 1.774, 1.284]], "total_charge": -1, "e_tot_ha": -565.78956, "homo_lumo_gap_ev": 6.269, "spin_multiplicity": 1}

# 10
{"formula": "C3H6BNO3", "method": "wB97M-V/def2-TZVPD", "species": ["B", "C", "C", "C", "N", "O", "O", "O", "H", "H", "H", "H", "H", "H"], "coordinates": [[-1.129, -0.188, 0.735], [-3.633, -0.404, -1.029], [0.559, 0.990, -0.072], [0.523, -0.325, -0.787], [-2.292, -0.493, 1.430], [-2.880, -0.074, -1.804], [-0.484, 1.033, 0.889], [-0.544, -1.004, -0.220], [-2.558, -0.062, 2.233], [1.617, 1.064, 0.322], [0.403, 1.679, -0.945], [0.541, -0.245, -1.915], [1.339, -0.962, -0.744], [-2.943, -1.213, 1.131]], "total_charge": 0, "e_tot_ha": -423.32990, "homo_lumo_gap_ev": 10.705, "e_above_lowest_kj_mol": 48.4, "spin_multiplicity": 1}

# 11
{"formula": "C3H6Br2O", "method": "wB97M-V/def2-TZVPD", "species": ["C", "C", "C", "O", "Br", "Br", "H", "H", "H", "H", "H", "H"], "coordinates": [[-0.109, 0.127, -1.021], [-0.084, -0.237, 1.411], [0.022, -0.781, 0.147], [0.461, -0.934, 2.390], [0.629, -2.576, -0.203], [3.280, 0.360, -0.296], [-0.227, 1.097, -0.644], [0.960, 0.047, -1.517], [-0.949, -0.201, -1.676], [-0.489, 0.780, 1.413], [2.132, -0.172, 0.412], [0.805, -0.555, 3.187]], "total_charge": 0, "e_tot_ha": -5340.99004, "homo_lumo_gap_ev": [5.767, 8.794], "e_above_lowest_kj_mol": 145.5, "spin_multiplicity": 3}

# 12
{"formula": "C3H6BrN2", "method": "wB97M-V/def2-TZVPD", "species": ["Br", "C", "N", "C", "N", "C", "H", "H", "H", "H", "H", "H"], "coordinates": [[-3.167, 0.209, -0.032], [-1.294, -0.097, 0.124], [-0.825, -1.230, 0.153], [0.580, -1.190, -0.052], [0.983, 0.302, -0.108], [-0.258, 1.029, 0.088], [1.153, -1.721, 0.733], [0.885, -1.721, -0.990], [1.259, 0.598, -0.999], [1.756, 0.485, 0.586], [-0.636, 1.919, -0.565], [-0.435, 1.418, 1.063]], "total_charge": 1, "e_tot_ha": -2801.13357, "homo_lumo_gap_ev": 10.617, "e_above_lowest_kj_mol": 96.6, "spin_multiplicity": 1, "smiles": "BrC1=NC[NH2+]C1"}

# 13
{"formula": "C3H6BrN2", "method": "wB97M-V/def2-TZVPD", "species": ["C", "C", "C", "N", "N", "Br", "H", "H", "H", "H", "H", "H"], "coordinates": [[-0.933, -0.903, 0.729], [0.513, 0.845, 0.790], [-0.627, -1.095, -0.748], [-0.423, 0.010, 1.421], [0.868, 0.587, -0.609], [-1.766, -0.316, -2.067], [-1.465, -1.661, 1.271], [-0.009, 1.827, 0.752], [1.398, 0.946, 1.558], [-0.022, -1.917, -0.940], [0.666, 1.384, -1.371], [1.800, 0.293, -0.787]], "total_charge": 1, "e_tot_ha": -2801.06284, "homo_lumo_gap_ev": 9.026, "e_above_lowest_kj_mol": 282.3, "spin_multiplicity": 1}

# 14
{"formula": "C3H6BrNO3", "method": "wB97M-V/def2-TZVPD", "species": ["C", "N", "O", "O", "H", "H", "H", "C", "C", "O", "Br", "H", "H", "H"], "coordinates": [[-2.358, 0.687, -0.697], [-1.349, 0.843, 0.046], [-0.811, -0.016, 0.696], [-0.811, 2.124, 0.022], [-2.897, -0.175, -0.757], [-2.471, 1.436, -1.447], [0.106, 2.020, 0.497], [1.448, -1.585, -0.314], [1.140, -0.345, -0.863], [0.528, -0.018, -1.816], [2.284, 1.146, -0.187], [0.944, -2.351, -0.791], [2.501, -1.814, -0.186], [1.013, -1.441, 0.714]], "total_charge": 0, "e_tot_ha": -2972.25819, "homo_lumo_gap_ev": 10.028, "e_above_lowest_kj_mol": 114.8, "spin_multiplicity": 1, "smiles": "C=[N+]([O-])O.CC(=O)Br"}

# 15
{"formula": "C3H6BrP", "method": "wB97M-V/def2-TZVPD", "species": ["C", "C", "C", "P", "Br", "H", "H", "H", "H", "H", "H"], "coordinates": [[-0.212, 0.471, -1.086], [-1.392, -0.383, 0.801], [-1.469, 0.632, -0.316], [1.144, 0.504, -1.825], [4.747, -0.565, 0.813], [-2.083, -0.257, 1.510], [-1.431, -1.365, 0.554], [-0.358, -0.431, 1.292], [-1.404, 1.617, -0.045], [-2.215, 0.451, -1.095], [4.672, -0.673, -0.602]], "total_charge": 0, "e_tot_ha": -3033.04863, "homo_lumo_gap_ev": [6.487, 7.155], "e_above_lowest_kj_mol": 273.4, "spin_multiplicity": 3}

# 16
{"formula": "C3H6Cl2N5", "method": "wB97M-V/def2-TZVPD", "species": ["H", "N", "C", "Cl", "N", "C", "N", "N", "C", "N", "Cl", "H", "H", "H", "H", "H"], "coordinates": [[-0.008, 2.853, 0.149], [0.055, 1.799, 0.224], [1.119, 1.356, -0.289], [2.484, 2.123, -0.998], [1.259, -0.079, -0.246], [0.469, -0.924, 0.458], [0.869, -1.946, 1.141], [-0.827, -0.632, 0.567], [-1.644, 0.090, -0.364], [-1.534, -0.227, -1.604], [-2.519, 0.558, -2.713], [2.003, -0.168, -0.867], [0.097, -2.510, 1.533], [1.809, -2.263, 1.555], [-1.266, -0.923, 1.465], [-2.367, 0.894, -0.010]], "total_charge": 1, "e_tot_ha": -1311.77360, "homo_lumo_gap_ev": 9.560, "e_above_lowest_kj_mol": 0.0, "spin_multiplicity": 1, "smiles": "[H]/N=C(\\Cl)NC(=[NH2+])N/C=N/Cl"}

# 17
{"formula": "C3H6Cl2O", "method": "wB97M-V/def2-TZVPD", "species": ["C", "C", "O", "Cl", "H", "H", "H", "C", "Cl", "H", "H", "H"], "coordinates": [[2.535, -1.209, -0.342], [1.431, -0.726, 0.324], [0.389, -1.449, 0.664], [1.235, 0.993, 0.409], [2.554, -2.293, -0.636], [3.428, -0.726, -0.496], [-0.531, -1.203, 0.713], [-2.204, 1.504, -0.188], [-2.461, 0.030, 0.872], [-1.566, 2.152, 0.359], [-1.653, 1.055, -0.987], [-3.157, 1.871, -0.693]], "total_charge": 0, "e_tot_ha": -1113.47617, "homo_lumo_gap_ev": 9.459, "e_above_lowest_kj_mol": 142.8, "spin_multiplicity": 1, "smiles": "C=C(O)Cl.CCl"}

# 18
{"formula": "C3H6Cl2O", "method": "wB97M-V/def2-TZVPD", "species": ["C", "C", "C", "H", "H", "H", "H", "H", "H", "O", "Cl", "Cl"], "coordinates": [[1.372, -0.421, 0.680], [0.325, 0.132, -0.446], [-1.134, -0.108, -0.024], [2.405, -0.556, 0.193], [1.587, 0.693, 1.451], [0.931, -1.363, 1.220], [-0.969, 0.778, 0.774], [-0.912, -1.014, 0.664], [-2.699, 0.991, -0.855], [-2.112, -0.097, -0.855], [0.683, -0.839, -1.767], [0.522, 1.805, -1.036]], "total_charge": 0, "e_tot_ha": -1113.39096, "homo_lumo_gap_ev": 10.147, "e_above_lowest_kj_mol": 366.5, "spin_multiplicity": 1}

# 19
{"formula": "C3H6Cl2OS", "method": "wB97M-V/def2-TZVPD", "species": ["C", "C", "C", "O", "S", "Cl", "Cl", "H", "H", "H", "H", "H", "H"], "coordinates": [[-1.617, -1.131, -0.193], [2.053, 0.172, 0.652], [-1.592, 0.239, -0.787], [0.686, 2.391, 0.357], [1.481, 1.474, -0.496], [2.568, -1.291, -0.324], [-1.631, 1.567, 0.259], [-1.054, -1.729, -0.895], [-2.558, -1.681, -0.127], [-1.345, -1.025, 0.752], [1.330, -0.186, 1.281], [3.022, 0.623, 1.255], [-1.343, 0.576, -1.734]], "total_charge": 0, "e_tot_ha": -1511.56835, "homo_lumo_gap_ev": [6.819, 9.097], "e_above_lowest_kj_mol": 254.8, "spin_multiplicity": 1}

# 20
{"formula": "C3H6Cl2S2", "method": "wB97M-V/def2-TZVPD", "species": ["C", "C", "C", "S", "S", "Cl", "Cl", "H", "H", "H", "H", "H", "H"], "coordinates": [[1.142, 0.774, 0.023], [2.351, -0.166, -0.040], [-2.586, -0.825, -0.309], [-2.520, -0.270, 1.316], [-0.007, 0.339, -1.354], [3.282, 0.361, 1.344], [-3.855, -0.504, -1.442], [0.496, 0.641, 0.917], [1.411, 1.844, -0.241], [2.166, -1.245, 0.096], [3.033, -0.113, -0.860], [-2.193, -1.821, -0.634], [-2.720, 0.987, 1.184]], "total_charge": 0, "e_tot_ha": -1834.53170, "homo_lumo_gap_ev": [8.459, 6.850], "e_above_lowest_kj_mol": 0.0, "spin_multiplicity": 3}